1.
ORCA calculation (ωB97M-V with the def2-TZVPD basis set) on a 13-piece molecular cluster, C70H126F21N10O14 overall at a distorted geometry.

Summary:
Electronic energy, eV: -175260.24895
Net charge: -1
Maximum force, eV/A: 3.378
HOMO, Ha: -0.1945

Last column: Mulliken charge in e.
Element x y z (Å)
C (-10.89, -1.01, 26.63)  -0.861
C (-12.08, -0.12, 26.36)  -0.368
N (-12.32, 0.88, 27.40)  0.610
C (-13.42, 0.88, 28.18)  -0.847
C (-13.24, 1.82, 29.18)  -0.137
N (-12.05, 2.39, 28.95)  0.815
C (-11.50, 1.80, 27.87)  -1.582
C (-11.52, 3.60, 29.65)  0.266
H (-10.61, -1.64, 25.80)  0.432
H (-11.04, -1.74, 27.48)  0.290
H (-10.05, -0.41, 26.98)  0.038
H (-13.01, -0.66, 26.28)  0.402
H (-11.98, 0.38, 25.40)  0.153
H (-14.25, 0.22, 27.95)  0.393
H (-13.85, 2.12, 30.03)  0.314
H (-10.53, 2.02, 27.51)  1.242
H (-10.43, 3.77, 29.45)  -0.537
H (-11.65, 3.42, 30.70)  0.687
H (-12.18, 4.45, 29.44)  -0.346
C (-7.15, 16.68, 28.07)  -1.124
C (-7.93, 16.62, 29.41)  -0.367
N (-7.49, 15.38, 30.19)  0.340
C (-8.34, 14.51, 30.80)  -0.551
C (-7.55, 13.59, 31.41)  -0.763
N (-6.25, 13.94, 31.22)  0.478
C (-6.23, 15.05, 30.42)  -0.185
C (-5.18, 13.29, 31.98)  -0.690
H (-6.06, 16.66, 28.25)  0.439
H (-7.48, 17.60, 27.55)  0.386
H (-7.38, 15.72, 27.55)  0.206
H (-8.98, 16.55, 29.15)  0.030
H (-7.65, 17.44, 30.11)  0.434
H (-9.41, 14.59, 30.62)  0.392
H (-7.83, 12.82, 32.11)  0.585
H (-5.36, 15.53, 30.09)  0.493
H (-4.18, 13.59, 31.66)  0.361
H (-5.32, 12.21, 31.80)  -0.206
H (-5.39, 13.57, 32.98)  0.506
C (-1.54, 9.15, 32.04)  -1.493
C (-2.26, 8.93, 30.76)  0.494
N (-2.40, 10.09, 29.91)  0.292
C (-2.04, 10.11, 28.56)  -1.069
C (-2.52, 11.20, 27.97)  -0.182
N (-3.29, 11.84, 28.97)  0.386
C (-3.25, 11.15, 30.12)  0.030
C (-3.71, 13.24, 28.83)  -0.883
H (-0.48, 9.46, 31.92)  0.364
H (-1.52, 8.31, 32.71)  0.440
H (-2.10, 9.91, 32.61)  0.224
H (-3.25, 8.49, 31.03)  -0.494
H (-1.73, 8.11, 30.19)  0.359
H (-1.45, 9.27, 28.29)  0.560
H (-2.47, 11.60, 26.96)  0.402
H (-3.62, 11.40, 31.12)  0.238
H (-4.76, 13.42, 28.64)  0.087
H (-3.08, 13.73, 28.10)  0.510
H (-3.46, 13.64, 29.80)  0.477
C (-13.52, 5.46, 22.58)  -1.999
C (-13.15, 4.90, 23.88)  0.916
N (-11.77, 4.45, 23.99)  0.432
C (-11.22, 3.75, 25.10)  -0.481
C (-9.87, 3.96, 24.96)  -1.028
N (-9.63, 4.67, 23.77)  0.490
C (-10.83, 5.02, 23.28)  -0.738
C (-8.33, 4.99, 23.29)  -1.048
H (-14.53, 5.76, 22.49)  0.517
H (-13.28, 4.69, 21.83)  0.391
H (-13.02, 6.32, 22.24)  0.452
H (-13.83, 4.05, 24.03)  0.225
H (-13.31, 5.73, 24.58)  -0.423
H (-11.91, 3.38, 25.85)  0.585
H (-9.03, 3.55, 25.54)  0.552
H (-10.91, 5.73, 22.40)  1.013
H (-7.81, 4.03, 23.22)  0.249
H (-7.86, 5.60, 24.08)  0.287
H (-8.50, 5.47, 22.34)  0.470
C (-7.50, 11.59, 28.25)  -0.360
C (-8.21, 10.26, 28.52)  2.247
C (-9.60, 10.39, 27.88)  -1.740
N (-10.50, 9.16, 27.58)  1.012
C (-9.97, 8.33, 26.43)  -0.891
C (-10.75, 7.02, 26.19)  1.032
C (-10.91, 6.14, 27.42)  1.658
C (-11.46, 7.04, 28.53)  0.010
C (-10.63, 8.31, 28.82)  -0.431
C (-11.92, 9.78, 27.33)  -0.573
H (-6.64, 11.68, 29.00)  -0.366
H (-8.24, 12.41, 28.36)  -0.212
H (-7.17, 11.64, 27.24)  0.229
H (-8.40, 10.00, 29.56)  -0.456
H (-7.69, 9.47, 28.05)  -0.777
H (-9.60, 10.96, 26.97)  0.468
H (-10.20, 10.90, 28.66)  0.398
H (-8.88, 8.17, 26.59)  -0.298
H (-10.07, 9.02, 25.60)  0.509
H (-10.27, 6.47, 25.37)  -0.648
H (-11.77, 7.34, 25.92)  -0.015
H (-9.98, 5.62, 27.73)  -0.383
H (-11.63, 5.38, 27.26)  -0.373
H (-11.49, 6.49, 29.48)  -0.286
H (-12.46, 7.35, 28.21)  -0.055
H (-9.62, 7.92, 29.05)  -0.609
H (-10.95, 8.96, 29.64)  0.722
H (-11.95, 10.61, 26.60)  0.198
H (-12.28, 10.08, 28.30)  0.331
H (-12.60, 8.96, 27.02)  0.210
C (-7.63, 5.20, 32.32)  -1.624
C (-6.57, 5.20, 31.27)  -0.399
C (-7.08, 5.72, 29.92)  0.781
N (-5.90, 6.02, 29.04)  1.138
C (-5.06, 4.70, 28.91)  0.123
C (-4.05, 4.77, 27.76)  -1.141
C (-4.68, 5.08, 26.40)  0.264
C (-5.41, 6.41, 26.51)  -0.728
C (-6.40, 6.39, 27.68)  1.106
C (-5.03, 7.17, 29.56)  -1.573
H (-7.94, 6.21, 32.62)  0.078
H (-7.30, 4.68, 33.21)  0.568
H (-8.52, 4.67, 31.99)  0.292
H (-6.33, 4.17, 31.13)  0.569
H (-5.68, 5.75, 31.61)  0.097
H (-7.61, 6.68, 30.11)  -0.483
H (-7.74, 5.03, 29.34)  0.123
H (-5.78, 3.91, 28.70)  -0.282
H (-4.65, 4.54, 29.92)  0.525
H (-3.58, 3.75, 27.65)  0.483
H (-3.24, 5.47, 27.93)  0.365
H (-5.45, 4.27, 26.19)  -0.602
H (-3.85, 5.12, 25.68)  0.477
H (-5.98, 6.63, 25.58)  0.276
H (-4.65, 7.25, 26.52)  0.203
H (-7.16, 5.61, 27.48)  -0.214
H (-6.93, 7.38, 27.87)  -0.558
H (-5.56, 8.04, 29.94)  -0.120
H (-4.42, 7.48, 28.74)  0.767
H (-4.38, 6.88, 30.37)  0.701
C (-11.99, 5.85, 33.30)  -0.492
O (-12.69, 5.04, 32.19)  -0.162
O (-10.78, 5.42, 33.51)  -0.807
C (-12.02, 7.39, 32.69)  0.625
F (-10.97, 7.64, 31.86)  0.179
F (-13.18, 7.63, 31.92)  -0.294
F (-11.94, 8.20, 33.78)  -0.278
C (-14.10, 4.88, 32.44)  -0.308
C (-14.17, 3.56, 33.16)  -1.071
H (-15.24, 3.40, 33.45)  0.405
H (-13.83, 2.76, 32.49)  0.139
H (-13.61, 3.56, 34.12)  0.335
H (-14.69, 4.84, 31.51)  0.125
H (-14.57, 5.64, 33.04)  0.429
H (-12.73, 5.77, 34.10)  0.334
C (-10.68, 8.35, 22.09)  0.944
O (-11.25, 9.48, 21.36)  -0.469
O (-10.77, 7.20, 21.46)  -0.973
C (-9.22, 8.81, 22.36)  0.675
F (-8.59, 9.21, 21.26)  -0.345
F (-9.05, 9.88, 23.16)  -0.326
F (-8.49, 7.87, 22.88)  -0.158
C (-12.13, 10.37, 22.04)  -0.006
C (-13.59, 9.94, 21.90)  -0.948
H (-13.69, 8.96, 22.39)  0.074
H (-14.19, 10.83, 22.20)  0.415
H (-13.72, 9.75, 20.83)  0.254
H (-12.05, 11.34, 21.59)  0.425
H (-11.79, 10.45, 23.12)  -0.009
H (-11.18, 8.43, 23.14)  -0.334
C (-10.36, 15.06, 27.62)  -0.454
O (-11.05, 15.85, 28.67)  -0.278
O (-9.29, 14.54, 28.19)  -0.284
C (-11.31, 13.98, 27.08)  0.806
F (-10.65, 13.21, 26.21)  -0.226
F (-11.91, 13.15, 27.92)  -0.267
F (-12.28, 14.60, 26.28)  -0.361
C (-11.81, 16.92, 28.29)  -0.199
C (-12.79, 17.21, 29.42)  -1.267
H (-13.64, 16.49, 29.53)  0.255
H (-12.16, 17.23, 30.30)  0.265
H (-13.24, 18.17, 29.26)  0.422
H (-12.24, 16.64, 27.31)  0.406
H (-11.20, 17.78, 28.13)  0.250
H (-10.22, 15.75, 26.71)  0.004
C (-7.37, 2.11, 27.36)  -0.854
O (-8.04, 1.43, 26.22)  0.144
O (-7.71, 3.35, 27.65)  -0.261
C (-7.65, 1.17, 28.61)  0.276
F (-6.85, 1.72, 29.56)  -0.264
F (-8.96, 1.09, 29.08)  -0.115
F (-7.27, -0.12, 28.46)  -0.341
C (-7.23, 1.25, 25.07)  0.100
C (-7.95, 0.44, 24.01)  -1.564
H (-7.36, 0.21, 23.16)  0.436
H (-8.36, -0.47, 24.45)  0.312
H (-8.89, 0.89, 23.72)  0.250
H (-6.27, 0.66, 25.28)  0.411
H (-6.83, 2.23, 24.70)  0.046
H (-6.30, 2.09, 27.05)  0.346
C (-3.17, 13.08, 24.87)  -0.210
O (-3.75, 11.78, 25.11)  -0.193
O (-2.61, 13.62, 25.93)  -0.845
C (-2.06, 12.83, 23.79)  0.806
F (-1.12, 12.00, 24.18)  -0.277
F (-2.58, 12.31, 22.67)  -0.306
F (-1.50, 14.01, 23.40)  -0.299
C (-5.12, 11.55, 24.85)  -0.410
C (-5.46, 10.06, 24.89)  -0.479
H (-5.46, 9.62, 25.89)  -0.134
H (-6.51, 9.96, 24.56)  0.178
H (-4.86, 9.43, 24.23)  0.531
H (-5.40, 12.02, 23.86)  0.314
H (-5.64, 12.05, 25.70)  0.153
H (-3.95, 13.74, 24.30)  0.200
C (-6.34, 9.50, 32.13)  0.512
O (-7.45, 10.35, 32.56)  0.130
O (-5.73, 10.02, 31.08)  0.149
C (-5.32, 9.39, 33.36)  0.306
F (-4.61, 10.58, 33.59)  -0.317
F (-5.94, 9.13, 34.50)  -0.290
F (-4.34, 8.51, 33.21)  -0.287
C (-8.56, 9.62, 33.07)  0.108
C (-9.73, 10.55, 32.92)  -1.641
H (-10.07, 10.74, 31.95)  0.190
H (-10.66, 10.24, 33.37)  0.377
H (-9.39, 11.47, 33.32)  0.540
H (-8.40, 9.46, 34.16)  0.166
H (-8.69, 8.70, 32.60)  0.126
H (-6.80, 8.53, 32.07)  -0.486
C (-14.59, 4.72, 27.52)  1.005
O (-15.69, 3.80, 27.38)  -0.464
O (-13.62, 4.31, 26.83)  -0.597
C (-15.24, 6.13, 27.08)  0.332
F (-15.61, 6.82, 28.23)  -0.358
F (-14.40, 6.97, 26.52)  -0.063
F (-16.34, 6.13, 26.33)  -0.342
C (-16.49, 3.59, 28.50)  0.309
C (-17.40, 2.47, 28.28)  -1.437
H (-16.92, 1.47, 28.26)  0.229
H (-18.17, 2.44, 29.11)  0.363
H (-17.95, 2.50, 27.34)  0.340
H (-17.09, 4.48, 28.62)  0.309
H (-15.84, 3.47, 29.38)  -0.086
H (-14.50, 4.86, 28.66)  -0.612

---

2.
ORCA calculation (ωB97M-V with the def2-TZVPD basis set) on C58H47GaN4O6 as an isolated structure at a distorted geometry.

Summary:
Electronic energy, eV: -131529.90124
Maximum force, eV/A: 3.676
HOMO, Ha: -0.2507

Last column: Mulliken charge in e.
Element x y z (Å)
Ga (0.56, -0.41, 0.30)  0.577
C (3.82, -9.57, -1.61)  -0.824
O (3.27, -8.55, -2.45)  -0.461
C (3.08, -7.36, -1.91)  1.209
C (3.44, -7.04, -0.61)  -0.495
C (3.23, -5.73, -0.15)  -1.044
C (2.52, -4.77, -0.97)  0.191
C (2.09, -5.18, -2.22)  -0.462
C (2.38, -6.40, -2.71)  -0.891
C (2.20, -3.38, -0.45)  1.103
C (2.39, -2.29, -1.30)  0.401
C (2.97, -2.40, -2.64)  -1.471
C (2.80, -1.24, -3.26)  -1.297
C (1.97, -0.42, -2.40)  0.354
N (1.72, -1.05, -1.20)  -0.079
C (1.47, 0.87, -2.65)  1.081
C (0.97, 1.78, -1.70)  0.827
C (0.60, 3.12, -1.97)  -1.005
C (0.27, 3.73, -0.82)  -1.046
C (0.36, 2.74, 0.23)  0.115
C (0.06, 2.86, 1.60)  1.079
C (-0.18, 4.25, 2.05)  0.185
C (0.73, 5.29, 1.94)  -0.296
C (0.41, 6.57, 2.36)  -0.638
C (-0.79, 6.84, 2.99)  0.820
O (-1.19, 8.06, 3.43)  -0.463
C (-0.54, 9.22, 2.96)  -0.816
C (-1.67, 5.82, 3.28)  -1.199
C (-1.35, 4.53, 2.75)  -0.363
C (-0.16, 1.80, 2.39)  -0.265
N (-0.04, 0.41, 2.02)  0.168
C (-0.46, -0.26, 3.09)  0.456
C (-0.43, -1.71, 3.30)  1.394
C (-1.16, -2.33, 4.40)  -1.231
C (-2.53, -2.64, 4.34)  0.167
C (-3.10, -3.28, 5.39)  -0.711
C (-2.38, -3.58, 6.52)  0.754
O (-3.06, -4.07, 7.60)  -0.442
C (-2.40, -4.82, 8.58)  -0.743
C (-1.04, -3.18, 6.66)  -0.547
C (-0.46, -2.59, 5.53)  -0.011
C (0.20, -2.55, 2.42)  0.506
C (0.33, -3.97, 2.57)  -1.388
C (1.12, -4.44, 1.55)  -1.160
C (1.46, -3.32, 0.73)  0.257
N (0.93, -2.13, 1.25)  -0.309
C (-0.83, 0.58, 4.20)  -1.055
C (-0.45, 1.84, 3.79)  -1.631
N (0.65, 1.49, -0.40)  -0.285
C (1.65, 1.35, -4.14)  -1.520
C (2.80, 1.91, -4.73)  -0.501
C (2.89, 2.39, -5.99)  -0.626
C (1.74, 2.34, -6.77)  1.155
O (1.63, 2.88, -8.04)  -0.424
C (2.82, 3.35, -8.65)  -0.727
C (0.54, 1.74, -6.26)  -0.760
C (0.52, 1.29, -4.96)  0.243
H (4.04, -10.41, -2.25)  0.254
H (4.66, -9.23, -1.03)  0.318
H (3.05, -9.94, -0.91)  0.348
H (4.01, -7.75, -0.01)  0.139
H (3.72, -5.43, 0.75)  0.617
H (1.53, -4.47, -2.84)  0.607
H (2.16, -6.70, -3.74)  0.390
H (3.48, -3.28, -3.03)  0.622
H (3.05, -0.81, -4.20)  0.683
H (0.56, 3.43, -3.02)  0.509
H (-0.28, 4.69, -0.73)  0.458
H (1.70, 5.08, 1.46)  0.422
H (1.21, 7.31, 2.18)  0.328
H (-1.10, 10.07, 3.35)  0.254
H (0.43, 9.23, 3.47)  0.344
H (-0.51, 9.35, 1.82)  0.285
H (-2.64, 5.99, 3.74)  0.401
H (-2.01, 3.73, 2.92)  0.814
H (-3.16, -2.13, 3.64)  0.452
H (-4.19, -3.24, 5.55)  0.323
H (-3.17, -5.22, 9.22)  0.246
H (-1.80, -5.63, 8.16)  0.340
H (-1.65, -4.15, 9.04)  0.266
H (-0.59, -3.09, 7.65)  0.180
H (0.58, -2.25, 5.68)  0.383
H (-0.06, -4.59, 3.40)  0.422
H (1.50, -5.46, 1.51)  0.495
H (-1.27, 0.27, 5.12)  0.641
H (-0.46, 2.65, 4.50)  0.650
H (3.70, 1.97, -4.15)  0.533
H (3.78, 2.93, -6.27)  0.228
H (2.52, 3.98, -9.50)  0.242
H (3.44, 3.94, -7.97)  0.271
H (3.37, 2.52, -9.10)  0.299
H (-0.37, 1.70, -6.77)  0.549
H (-0.46, 0.85, -4.66)  -0.037
C (-3.43, 4.33, -2.96)  -1.964
C (-3.24, 3.00, -2.27)  0.184
C (-3.24, 2.95, -0.91)  -0.441
C (-3.13, 1.78, -0.16)  0.909
C (-3.39, 1.80, 1.34)  -1.714
C (-2.77, 0.62, -0.87)  1.608
C (-2.65, 0.62, -2.27)  0.709
C (-2.24, -0.63, -3.05)  -1.771
C (-2.92, 1.83, -2.97)  -0.423
C (-2.36, -0.60, -0.10)  -0.383
O (-3.15, -1.16, 0.61)  -0.647
O (-1.12, -1.05, -0.39)  -0.256
H (-3.01, 4.31, -3.91)  0.452
H (-2.98, 5.14, -2.38)  0.372
H (-4.51, 4.50, -3.15)  0.334
H (-3.42, 3.85, -0.28)  0.188
H (-3.57, 2.79, 1.69)  0.452
H (-2.51, 1.45, 1.92)  0.298
H (-4.25, 1.15, 1.53)  0.442
H (-2.83, -1.49, -2.67)  0.415
H (-1.18, -0.85, -2.86)  0.170
H (-2.35, -0.38, -4.07)  0.612
H (-2.89, 1.79, -4.07)  0.326

---

3.
ORCA calculation (ωB97M-V with the def2-TZVPD basis set) on one molecule with the formula C5H3N at a distorted geometry.

Summary:
Electronic energy, eV: -6715.28613
ΔE to the lowest compared entry with this formula, charge and spin, eV: 5.437
Maximum force, eV/A: 3.684
HOMO (alpha / beta), Ha: -0.3196 / -0.3195

Last column: natural (NBO) charge in e.
Element x y z (Å)
C (0.71, 0.64, -0.09)  -0.505
C (2.01, 0.51, -0.20)  0.283
C (-1.09, -0.95, -0.20)  0.223
C (0.32, -0.96, -0.03)  -0.542
C (-0.63, 1.15, 0.11)  0.230
N (-1.64, 0.30, -0.12)  -0.487
H (0.80, -1.67, -0.78)  0.291
H (0.43, -1.14, 1.06)  0.301
H (-0.90, 2.11, 0.25)  0.205